1.
{
  "formula": "C73H77N4NaO3Sb2Te",
  "method": "ωB97M-V/def2-TZVPD",
  "homo_energy_ha": -0.2339,
  "largest_force_ha_per_bohr": 0.0148,
  "total_charge": 0,
  "species": ["Na", "C", "O", "C", "C", "O", "C", "C", "O", "C", "H", "H", "H", "H", "H", "H", "H", "H", "H", "H", "H", "H", "H", "H", "C", "C", "C", "C", "C", "C", "N", "C", "C", "C", "C", "C", "C", "N", "N", "C", "C", "C", "C", "C", "N", "H", "H", "H", "H", "H", "H", "H", "H", "H", "H", "H", "H", "H", "C", "C", "C", "C", "C", "C", "C", "Sb", "C", "C", "C", "C", "C", "C", "C", "C", "C", "C", "C", "C", "C", "C", "H", "H", "H", "H", "H", "H", "H", "H", "H", "H", "H", "H", "H", "H", "H", "H", "H", "H", "H", "H", "H", "C", "Te", "C", "C", "C", "C", "C", "C", "C", "H", "H", "H", "H", "H", "H", "H", "H", "C", "C", "C", "C", "C", "C", "C", "Sb", "C", "C", "C", "C", "C", "C", "C", "C", "C", "C", "C", "C", "C", "C", "H", "H", "H", "H", "H", "H", "H", "H", "H", "H", "H", "H", "H", "H", "H", "H", "H", "H", "H", "H", "H"],
  "positions_angstrom": [[0.065, 0.213, 0.139], [-2.002, 2.321, -1.142], [-1.715, 1.578, 0.036], [-2.738, 1.696, 1.001], [-2.648, 0.506, 1.934], [-1.355, 0.321, 2.488], [-1.058, 1.116, 3.624], [-0.393, 2.449, 3.345], [0.830, 2.253, 2.665], [1.880, 3.058, 3.155], [-2.248, 3.356, -0.884], [-1.121, 2.291, -1.776], [-2.828, 1.864, -1.688], [-3.721, 1.686, 0.515], [-2.646, 2.649, 1.533], [-2.857, -0.408, 1.371], [-3.399, 0.602, 2.728], [-0.390, 0.508, 4.237], [-1.975, 1.302, 4.197], [-1.037, 3.108, 2.754], [-0.227, 2.934, 4.316], [2.069, 2.851, 4.215], [1.667, 4.124, 3.034], [2.769, 2.810, 2.581], [-3.635, 2.889, -5.609], [-4.186, 1.756, -5.024], [-3.391, 0.876, -4.308], [-2.018, 1.098, -4.165], [-1.473, 2.242, -4.759], [-2.273, 3.122, -5.470], [-1.266, 0.268, -3.345], [-0.282, -0.430, -3.809], [0.008, -0.542, -5.234], [1.001, -1.323, -5.699], [1.835, -2.080, -4.815], [1.617, -2.027, -3.482], [0.569, -1.225, -2.912], [0.188, -1.235, -1.625], [0.837, -1.756, -0.635], [2.222, -2.005, -0.678], [2.712, -3.247, -0.274], [4.078, -3.428, -0.210], [4.917, -2.367, -0.531], [4.332, -1.165, -0.896], [3.018, -0.973, -0.969], [-4.257, 3.576, -6.166], [-5.245, 1.554, -5.124], [-3.829, -0.006, -3.858], [-0.412, 2.434, -4.645], [-1.824, 4.000, -5.916], [-0.623, 0.008, -5.917], [1.165, -1.398, -6.768], [2.608, -2.719, -5.219], [2.211, -2.659, -2.843], [2.015, -4.038, -0.036], [4.487, -4.383, 0.093], [5.992, -2.463, -0.493], [4.950, -0.309, -1.147], [4.763, 1.911, 0.880], [5.405, 2.082, -0.470], [6.774, 1.879, -0.606], [7.407, 2.054, -1.828], [6.668, 2.446, -2.931], [5.299, 2.647, -2.808], [4.654, 2.467, -1.590], [2.522, 2.720, -1.362], [2.165, 3.067, -3.459], [2.419, 1.901, -4.188], [2.368, 1.884, -5.572], [2.031, 3.043, -6.251], [1.734, 4.191, -5.536], [1.786, 4.229, -4.143], [1.383, 5.508, -3.461], [2.686, 4.705, -0.512], [3.915, 5.355, -0.458], [4.051, 6.584, 0.174], [2.948, 7.175, 0.765], [1.716, 6.541, 0.706], [1.567, 5.313, 0.072], [0.201, 4.691, -0.035], [5.461, 1.481, 1.597], [3.889, 1.255, 0.825], [4.435, 2.879, 1.267], [7.351, 1.577, 0.259], [8.472, 1.885, -1.915], [7.149, 2.593, -3.888], [4.738, 2.956, -3.680], [2.677, 0.983, -3.668], [2.579, 0.971, -6.109], [1.986, 3.052, -7.332], [1.454, 5.093, -6.068], [1.503, 6.354, -4.135], [1.966, 5.702, -2.563], [0.328, 5.467, -3.176], [4.785, 4.901, -0.917], [5.015, 7.075, 0.200], [3.041, 8.130, 1.265], [0.849, 7.011, 1.157], [-0.543, 5.286, 0.495], [0.185, 3.677, 0.368], [-0.105, 4.632, -1.081], [2.218, -0.512, 4.771], [2.082, -1.060, 2.708], [0.509, -2.361, 3.322], [0.508, -2.351, 4.828], [-0.328, -3.213, 5.537], [-0.343, -3.206, 6.919], [0.483, -2.330, 7.615], [1.311, -1.470, 6.919], [1.330, -1.470, 5.526], [1.894, 0.519, 4.917], [3.254, -0.585, 5.100], [0.691, -3.356, 2.923], [-0.437, -2.000, 2.922], [-0.968, -3.891, 4.989], [-0.994, -3.882, 7.457], [0.480, -2.323, 8.697], [1.958, -0.788, 7.458], [-2.275, -3.166, -4.529], [-2.723, -4.324, -3.675], [-2.644, -5.615, -4.198], [-3.090, -6.711, -3.481], [-3.632, -6.529, -2.217], [-3.709, -5.253, -1.683], [-3.253, -4.144, -2.395], [-3.414, -2.148, -1.571], [-3.434, -2.924, 0.465], [-2.221, -3.564, 0.737], [-2.015, -4.262, 1.915], [-3.019, -4.292, 2.871], [-4.201, -3.612, 2.638], [-4.432, -2.927, 1.443], [-5.748, -2.214, 1.281], [-5.525, -1.966, -2.088], [-6.183, -2.971, -2.792], [-7.485, -2.801, -3.243], [-8.146, -1.608, -3.003], [-7.498, -0.596, -2.312], [-6.195, -0.758, -1.855], [-5.535, 0.379, -1.116], [-1.458, -3.454, -5.190], [-1.935, -2.322, -3.928], [-3.098, -2.809, -5.155], [-2.224, -5.754, -5.187], [-3.016, -7.703, -3.907], [-3.990, -7.375, -1.646], [-4.136, -5.126, -0.695], [-1.424, -3.540, 0.000], [-1.083, -4.787, 2.080], [-2.887, -4.845, 3.792], [-4.982, -3.626, 3.390], [-6.527, -2.711, 1.858], [-6.065, -2.178, 0.241], [-5.680, -1.185, 1.647], [-5.680, -3.908, -2.997], [-7.976, -3.600, -3.781], [-9.161, -1.465, -3.348], [-8.012, 0.339, -2.122], [-6.272, 0.987, -0.591], [-4.994, 1.027, -1.810], [-4.820, 0.008, -0.380]],
  "mulliken_charge": [0.70, 0.53, 1.71, -0.92, 0.18, 0.09, -0.50, -0.58, 0.31, -0.70, 0.41, -0.65, -0.84, 0.35, 0.25, -0.98, 0.65, -0.02, 0.40, 0.06, 0.61, 0.48, 0.38, -0.19, -0.86, -0.68, -0.75, -1.07, 0.19, -0.72, 1.65, -0.38, -0.23, -1.30, -0.95, -0.58, 0.95, 1.61, -0.93, -1.30, -0.67, -0.83, -1.19, 0.01, 1.53, 0.38, 0.47, 0.65, 0.31, 0.52, 0.55, 0.38, 0.46, 0.41, 0.54, 0.43, 0.50, 0.05, -1.42, 0.47, -0.58, -0.87, -0.92, -0.58, 1.28, 0.29, 0.67, -0.65, -0.59, -1.11, -0.70, 1.46, -1.50, 0.29, -0.60, -0.90, -0.86, -0.51, 0.79, -0.66, 0.36, 0.10, 0.37, 0.42, 0.36, 0.44, 0.49, 0.25, 0.52, 0.38, 0.39, 0.53, 0.03, 0.18, 0.51, 0.47, 0.37, 0.42, 0.52, -0.26, -0.13, -1.24, 0.07, -0.13, 0.26, -0.62, -0.71, -0.55, -0.84, 0.76, 0.32, 0.71, 0.67, -0.28, 0.41, 0.43, 0.40, 0.46, -1.05, 0.76, -0.71, -0.71, -1.05, -0.31, 0.17, 0.88, 0.28, -0.29, -1.10, -0.66, -1.02, 1.68, -1.37, 0.69, -0.99, -0.91, -0.81, -0.53, 1.02, -0.93, 0.49, -0.50, 0.37, 0.44, 0.39, 0.45, 0.51, 0.15, 0.57, 0.47, 0.42, 0.53, 0.01, 0.22, 0.42, 0.46, 0.37, 0.45, 0.56, 0.30, -0.62]
}

2.
{
  "formula": "C8H21ClIOP2Re",
  "method": "ωB97M-V/def2-TZVPD",
  "homo_energy_ha": [-0.7780, -0.7729],
  "largest_force_ha_per_bohr": 0.1509,
  "total_charge": 3,
  "multiplicity": 4,
  "species": ["C", "I", "H", "H", "H", "Re", "P", "C", "C", "H", "H", "H", "H", "H", "H", "C", "H", "H", "H", "P", "C", "C", "H", "H", "H", "C", "H", "H", "H", "H", "H", "H", "C", "O", "Cl"],
  "positions_angstrom": [[-0.391, 0.003, -1.703], [2.810, 0.092, 0.674], [0.625, 0.026, -2.105], [-0.934, 0.855, -2.125], [-0.875, -0.881, -2.130], [-0.377, 0.006, 0.362], [0.094, 2.271, 0.308], [-1.257, 3.287, 1.013], [1.537, 3.197, 0.979], [1.551, 4.237, 0.613], [0.584, 3.940, -1.386], [2.455, 2.683, 0.649], [1.043, 2.288, -1.902], [-1.402, 3.011, 2.065], [1.495, 3.167, 2.073], [0.268, 2.891, -1.409], [-0.965, 4.342, 0.951], [-0.675, 2.794, -1.960], [-2.193, 3.121, 0.466], [0.099, -2.301, 0.261], [-1.314, -3.344, 0.785], [0.475, -2.853, -1.456], [2.457, -2.745, 0.842], [1.408, -4.224, 0.738], [1.364, -3.175, 2.188], [1.480, -3.185, 1.097], [1.294, -2.247, -1.864], [0.777, -3.907, -1.456], [-1.114, -4.395, 0.562], [-2.217, -3.007, 0.267], [-0.402, -2.736, -2.102], [-1.479, -3.261, 1.862], [-2.294, 0.142, 0.197], [-3.434, 0.200, -0.050], [-0.488, -0.294, 2.697]],
  "mulliken_charge": [-1.53, 0.48, 0.47, 0.40, 0.39, 1.06, 0.81, -1.22, -1.27, 0.50, 0.49, 0.39, 0.40, 0.45, 0.40, -1.30, 0.41, 0.40, 0.42, 0.72, -1.14, -1.35, 0.38, 0.48, 0.37, -1.18, 0.39, 0.47, 0.43, 0.37, 0.45, 0.43, 0.28, -0.16, -0.09]
}